(1)
{"formula": "C4H7NO2", "method": "ωB97M-V with the def2-TZVPD basis set", "homo_lumo_gap_ev": 8.21, "e_above_lowest_kj_mol": 478.6, "fmax_ev_per_a": 0.89, "e_homo_ev": -8.88, "total_charge": 0, "elements": ["O", "C", "C", "C", "N", "C", "O", "H", "H", "H", "H", "H", "H", "H"], "xyz": [[-2.0622, 0.6380, -0.7393], [-0.9106, 1.0644, -0.0707], [0.2523, -1.0151, -0.7150], [-0.5083, 0.1503, 1.1036], [0.1318, -1.0862, 0.6160], [1.7206, -0.8111, -0.9746], [2.6687, -1.3627, -0.4701], [-1.7925, -0.1518, -1.2421], [-0.0752, 1.2160, -0.7832], [-1.1200, 2.0383, 0.3656], [-1.3794, -0.0089, 1.7330], [0.2872, 0.6427, 1.6815], [0.9653, -1.3606, 1.1479], [1.8319, 0.1159, -1.5979]]}

***

(2)
{"formula": "C4H8NOS", "method": "ωB97M-V with the def2-TZVPD basis set", "homo_lumo_gap_ev": [7.47, 8.13], "e_above_lowest_kj_mol": 402.2, "fmax_ev_per_a": 3.08, "e_homo_ev": [-12.15, -12.42], "total_charge": 1, "elements": ["C", "C", "C", "C", "N", "O", "S", "H", "H", "H", "H", "H", "H", "H", "H"], "xyz": [[-1.8896, -0.5935, -0.0608], [-1.5075, 0.3686, 1.0264], [0.5347, -0.2376, -0.2873], [1.3297, 0.5997, -1.1991], [-0.0092, 0.2973, 1.0470], [-2.6941, -1.3808, -0.3634], [1.2463, -1.8980, 0.0300], [-2.0321, 1.4060, 0.6978], [-1.9757, 0.1168, 1.9336], [0.8680, 0.8268, -2.2277], [2.3369, 0.2187, -1.4505], [1.5326, 1.6111, -0.6769], [0.3539, 1.1713, 1.2715], [0.3725, -0.4517, 1.6204], [1.5336, -2.0550, -1.3610]]}

***

(3)
{"formula": "C20H47AuN2OSbSi5", "method": "ωB97M-V with the def2-TZVPD basis set", "homo_lumo_gap_ev": 4.72, "e_above_lowest_kj_mol": 447.8, "fmax_ev_per_a": 2.50, "e_homo_ev": -9.56, "total_charge": 1, "elements": ["Au", "C", "Si", "C", "C", "C", "C", "C", "C", "C", "Si", "C", "C", "H", "H", "H", "H", "H", "H", "H", "H", "H", "H", "H", "H", "H", "H", "H", "H", "C", "Si", "C", "C", "Sb", "Si", "C", "C", "C", "Si", "C", "C", "C", "H", "H", "H", "H", "H", "H", "H", "H", "H", "H", "H", "H", "H", "H", "H", "H", "H", "H", "H", "H", "H", "H", "H", "H", "H", "H", "H", "N", "C", "N", "O", "H", "H", "H", "H"], "xyz": [[-1.6212, -2.0614, -0.5490], [-3.0857, -3.2427, 2.7044], [-1.8724, -2.0425, 1.9467], [-1.9268, -0.4217, 2.8385], [-0.1213, -2.7802, 2.2714], [0.4149, -3.2856, 3.5910], [1.5203, -4.0456, 3.6603], [2.4934, -4.4027, 2.5756], [2.4632, -4.0635, 1.2757], [1.3054, -3.2880, 0.7267], [0.7944, -2.7274, -1.0321], [2.1079, -1.6914, -1.8186], [0.7012, -4.3432, -1.9684], [-2.9694, -3.2419, 3.7927], [-2.9589, -4.2649, 2.3402], [-4.1134, -2.9431, 2.4809], [-1.4349, -0.5542, 3.8070], [-2.9490, -0.0802, 3.0097], [-1.3881, 0.3505, 2.2845], [-0.1260, -3.0569, 4.5018], [1.8124, -4.4039, 4.6402], [3.3497, -4.9685, 2.9229], [3.3038, -4.3083, 0.6368], [3.0831, -2.0287, -1.4520], [1.9791, -0.6431, -1.5707], [2.0948, -1.7981, -2.9050], [1.7277, -4.7173, -2.0318], [0.3247, -4.2123, -2.9873], [0.0775, -5.1028, -1.4915], [3.0109, 1.4512, -0.0902], [1.4665, 2.3710, 0.4386], [1.7360, 4.1809, 0.0722], [1.0435, 2.1577, 2.2414], [-0.4888, 1.2950, -0.8590], [-2.5311, 2.8514, -0.3741], [-3.8159, 2.6041, -1.7053], [-3.3216, 2.5057, 1.2807], [-1.9239, 4.6188, -0.3928], [0.0156, 1.8490, -3.3642], [0.6740, 3.5974, -3.4548], [-1.5687, 1.7144, -4.3430], [1.2741, 0.7147, -4.1482], [3.8096, 1.5656, 0.6500], [3.3798, 1.8365, -1.0441], [2.8108, 0.3861, -0.2133], [2.5753, 4.5395, 0.6791], [0.8667, 4.7906, 0.3176], [1.9855, 4.3550, -0.9744], [1.8775, 2.4691, 2.8784], [0.8266, 1.1110, 2.4689], [0.1726, 2.7645, 2.5038], [-4.0207, 1.5460, -1.8862], [-3.5081, 3.0568, -2.6463], [-4.7529, 3.0808, -1.4000], [-3.8328, 1.5394, 1.2848], [-4.0685, 3.2813, 1.4745], [-2.6038, 2.5187, 2.1042], [-1.3886, 4.8516, -1.3142], [-1.2544, 4.8099, 0.4478], [-2.7685, 5.3116, -0.3096], [0.0088, 4.3054, -2.9589], [0.7817, 3.9119, -4.4987], [1.6571, 3.6677, -2.9853], [-2.2393, 2.5465, -4.1362], [-2.1030, 0.7845, -4.1319], [-1.3379, 1.7339, -5.4130], [2.2082, 0.6612, -3.5856], [1.5063, 1.1012, -5.1451], [0.8826, -0.2989, -4.2644], [1.9220, -1.2919, 2.3042], [0.9761, -1.9523, 1.4686], [0.0620, -3.9420, 1.3228], [0.4703, -1.1400, 0.4990], [2.5197, -1.9131, 2.8305], [2.4930, -0.6715, 1.7411], [0.2440, -4.8365, 1.7743], [-0.7149, -4.0221, 0.6558]]}

***

(4)
{"formula": "C66H151N20O20", "method": "ωB97M-V with the def2-TZVPD basis set", "homo_lumo_gap_ev": 3.30, "fmax_ev_per_a": 4.21, "e_homo_ev": -2.05, "total_charge": -1, "elements": ["C", "C", "C", "C", "C", "C", "N", "O", "C", "C", "C", "H", "H", "H", "H", "H", "H", "H", "H", "H", "H", "H", "H", "H", "H", "H", "H", "H", "H", "C", "C", "O", "N", "C", "H", "H", "H", "H", "H", "H", "H", "C", "C", "O", "N", "C", "H", "H", "H", "H", "H", "H", "H", "C", "C", "O", "N", "C", "H", "H", "H", "H", "H", "H", "H", "C", "C", "O", "N", "C", "H", "H", "H", "H", "H", "H", "H", "C", "C", "O", "N", "C", "H", "H", "H", "H", "H", "H", "H", "C", "C", "O", "N", "C", "H", "H", "H", "H", "H", "H", "H", "C", "C", "O", "N", "C", "H", "H", "H", "H", "H", "H", "H", "C", "C", "O", "N", "C", "H", "H", "H", "H", "H", "H", "H", "C", "C", "O", "N", "C", "H", "H", "H", "H", "H", "H", "H", "C", "C", "O", "N", "C", "H", "H", "H", "H", "H", "H", "H", "C", "C", "O", "N", "C", "H", "H", "H", "H", "H", "H", "H", "C", "C", "O", "N", "C", "H", "H", "H", "H", "H", "H", "H", "C", "C", "O", "N", "C", "H", "H", "H", "H", "H", "H", "H", "C", "C", "O", "N", "C", "H", "H", "H", "H", "H", "H", "H", "C", "C", "O", "N", "C", "H", "H", "H", "H", "H", "H", "H", "C", "C", "O", "N", "C", "H", "H", "H", "H", "H", "H", "H", "C", "C", "O", "N", "C", "H", "H", "H", "H", "H", "H", "H", "C", "C", "O", "N", "C", "H", "H", "H", "H", "H", "H", "H", "C", "C", "O", "N", "C", "H", "H", "H", "H", "H", "H", "H"], "xyz": [[-22.5212, -5.7586, 3.7355], [-23.7045, -6.0561, 2.7494], [-23.5951, -4.9576, 1.6857], [-24.4868, -5.1194, 0.4501], [-24.3445, -6.5188, -0.1165], [-24.5052, -7.6548, 0.9078], [-23.6840, -7.3928, 2.0663], [-23.6048, -8.5003, 2.9892], [-24.0664, -8.9278, 0.0430], [-26.0738, -7.8586, 1.1677], [-24.9747, -5.7502, 3.5978], [-21.6378, -6.1003, 3.1962], [-22.4863, -6.3237, 4.6669], [-22.3270, -4.7229, 4.0140], [-22.6189, -4.9271, 1.2017], [-23.8270, -3.9782, 2.1042], [-24.2015, -4.3679, -0.2862], [-25.5112, -4.8968, 0.7487], [-23.4236, -6.5355, -0.6995], [-25.2166, -6.6431, -0.7584], [-22.9900, -8.8950, -0.1254], [-24.5457, -8.9636, -0.9353], [-24.2366, -9.8687, 0.5663], [-26.0999, -8.4995, 2.0489], [-26.6359, -8.2652, 0.3269], [-26.6523, -7.0162, 1.5469], [-25.9167, -5.9116, 3.0737], [-25.0892, -4.7680, 4.0564], [-25.0929, -6.4711, 4.4067], [-20.2920, 1.8890, -1.3466], [-19.6589, 3.0139, -2.1622], [-19.7983, 2.9974, -3.3808], [-19.1001, 4.0160, -1.5005], [-18.4106, 5.1799, -2.0964], [-19.6026, 1.5467, -0.5748], [-20.5573, 1.0548, -1.9960], [-21.1458, 2.3690, -0.8682], [-18.9822, 4.0124, -0.4974], [-17.3862, 4.9318, -2.3743], [-18.3306, 5.9166, -1.2969], [-18.8562, 5.6629, -2.9660], [-25.6178, -0.6862, -8.1246], [-25.2748, 0.3690, -7.0906], [-24.2590, 1.0145, -7.2189], [-26.1577, 0.4921, -6.1411], [-26.0604, 1.4408, -5.0269], [-24.7248, -0.9782, -8.6771], [-26.4396, -0.4640, -8.8054], [-25.9560, -1.6016, -7.6392], [-27.0493, 0.0533, -6.3219], [-26.9896, 1.9449, -4.7616], [-25.3721, 2.2539, -5.2577], [-25.7070, 0.9062, -4.1452], [-19.8518, 2.0620, 5.2846], [-19.4744, 3.4231, 4.6876], [-18.6047, 3.4885, 3.8943], [-20.0623, 4.5705, 5.0586], [-21.1794, 4.6178, 5.9723], [-19.0082, 1.3718, 5.2954], [-20.7053, 1.6370, 4.7563], [-20.2017, 2.1597, 6.3123], [-19.6860, 5.4633, 4.7733], [-21.6651, 5.5914, 5.9055], [-20.7570, 4.4074, 6.9548], [-21.8931, 3.8747, 5.6164], [-14.7461, -5.3930, 10.7356], [-15.4616, -5.3471, 9.4061], [-16.6246, -5.7492, 9.3093], [-14.8178, -4.8556, 8.3545], [-15.3783, -4.7506, 6.9638], [-15.3330, -4.9022, 11.5119], [-13.7196, -5.0270, 10.7124], [-14.6554, -6.4266, 11.0698], [-13.8372, -4.7101, 8.5477], [-14.5810, -4.4135, 6.3013], [-16.1305, -3.9618, 6.9644], [-15.7391, -5.7205, 6.6216], [-20.7901, -15.0939, 2.9406], [-20.8998, -15.7066, 4.2696], [-20.3850, -16.8137, 4.4297], [-21.4488, -14.9679, 5.2440], [-21.5590, -15.3528, 6.6777], [-21.1750, -14.0748, 2.9790], [-21.4076, -15.5938, 2.1944], [-19.7580, -15.1259, 2.5917], [-21.5562, -13.9854, 5.0360], [-20.9115, -14.9033, 7.4307], [-21.3903, -16.4297, 6.6797], [-22.5544, -15.1066, 7.0473], [-19.6985, -4.1929, -6.8340], [-18.6165, -3.1933, -7.2935], [-18.8910, -2.0658, -7.6659], [-17.3581, -3.6813, -7.3228], [-16.1723, -3.1401, -7.9864], [-19.6203, -5.1953, -7.2549], [-20.6554, -3.8250, -7.2042], [-19.7592, -4.1291, -5.7476], [-17.1823, -4.4810, -6.7315], [-15.9555, -3.7949, -8.8303], [-15.3681, -2.9818, -7.2678], [-16.3868, -2.1632, -8.4197], [-22.1378, -2.3942, 11.4371], [-22.4702, -2.9434, 12.8085], [-23.3443, -2.3583, 13.4764], [-21.6987, -3.9122, 13.3205], [-21.8167, -4.5139, 14.6359], [-23.0460, -2.3513, 10.8358], [-21.4020, -3.0631, 10.9907], [-21.6212, -1.4344, 11.4366], [-20.9333, -4.1882, 12.7221], [-20.8764, -4.6664, 15.1658], [-22.3781, -5.4480, 14.6584], [-22.3397, -3.9400, 15.4008], [-22.6988, -9.0062, 10.6610], [-22.8736, -9.8223, 11.9964], [-23.9675, -10.1324, 12.4300], [-21.7596, -10.2844, 12.5465], [-20.4561, -9.8749, 12.2072], [-22.6915, -9.6330, 9.7692], [-21.7888, -8.4065, 10.6414], [-23.6525, -8.4853, 10.5762], [-21.8904, -10.7218, 13.4474], [-20.3980, -8.8099, 12.4321], [-20.1531, -10.1256, 11.1906], [-19.8262, -10.4789, 12.8604], [-17.4071, -10.2371, 5.0500], [-16.9614, -10.2456, 3.6330], [-15.8019, -10.5915, 3.4206], [-17.8744, -9.8991, 2.7083], [-17.5230, -9.7814, 1.3003], [-18.4487, -9.9186, 5.0919], [-16.7571, -9.5419, 5.5814], [-17.3376, -11.2445, 5.4602], [-18.8277, -9.7528, 3.0081], [-16.4739, -9.6020, 1.0650], [-18.1587, -9.0332, 0.8268], [-17.8241, -10.7512, 0.9045], [-30.8152, -10.3484, -4.0829], [-30.6518, -11.8623, -4.1914], [-29.9848, -12.3242, -5.0893], [-31.1931, -12.6229, -3.2340], [-31.2146, -14.1127, -3.2082], [-31.5020, -10.1842, -3.2526], [-31.2996, -9.9158, -4.9583], [-29.8255, -9.9196, -3.9256], [-31.7555, -12.1706, -2.5275], [-30.4452, -14.5260, -3.8604], [-32.0995, -14.5288, -3.6897], [-31.0036, -14.3919, -2.1759], [-30.6451, -10.6234, 11.4256], [-30.3531, -11.1847, 10.0190], [-31.2761, -11.4203, 9.2079], [-29.0832, -11.2602, 9.6200], [-28.4857, -11.7003, 8.3408], [-30.1679, -11.2652, 12.1662], [-31.7191, -10.7702, 11.5397], [-30.4286, -9.5717, 11.6134], [-28.4167, -11.0734, 10.3555], [-27.7480, -10.9962, 7.9559], [-29.3121, -11.7999, 7.6370], [-27.9716, -12.6554, 8.4484], [-18.4575, -10.4579, -5.8071], [-17.1095, -9.8132, -6.0962], [-16.8594, -8.7460, -5.5309], [-16.2037, -10.4102, -6.9341], [-14.8350, -9.9179, -7.1673], [-19.1062, -10.7398, -6.6365], [-19.0342, -9.7727, -5.1858], [-18.1970, -11.3243, -5.1992], [-16.3775, -11.3880, -7.1181], [-14.7000, -10.0696, -8.2382], [-14.1961, -10.5883, -6.5924], [-14.7273, -8.8826, -6.8439], [-25.7199, -8.2922, -7.9825], [-25.4311, -8.2670, -9.4628], [-24.3512, -8.6851, -9.8263], [-26.3702, -7.9160, -10.3190], [-27.7513, -7.5005, -10.0397], [-24.7761, -8.3810, -7.4444], [-26.5509, -8.9093, -7.6410], [-25.9797, -7.2739, -7.6932], [-26.2003, -8.1075, -11.2960], [-28.0349, -6.4548, -9.9202], [-28.1245, -8.1587, -9.2551], [-28.3432, -7.8070, -10.9022], [-30.1653, -1.1158, 2.6313], [-29.1149, -0.1003, 2.2056], [-29.0980, 0.2850, 1.0049], [-28.3002, 0.4632, 3.0772], [-27.3160, 1.4874, 2.7744], [-29.7777, -2.0932, 2.3439], [-31.1307, -0.9850, 2.1425], [-30.3792, -1.1748, 3.6985], [-28.2542, 0.1851, 4.0471], [-26.3019, 1.1799, 3.0295], [-27.5811, 2.3482, 3.3884], [-27.3227, 1.8396, 1.7429], [-27.8648, 0.5831, 10.7490], [-28.4125, -0.5934, 9.9913], [-28.5645, -0.5623, 8.7658], [-28.7493, -1.7270, 10.6457], [-29.0851, -3.0490, 10.1003], [-28.3650, 1.4833, 10.3919], [-26.8128, 0.5254, 10.4697], [-27.9221, 0.5864, 11.8375], [-28.6936, -1.6637, 11.6522], [-30.0575, -3.4210, 10.4228], [-28.3345, -3.7376, 10.4884], [-28.9303, -2.9560, 9.0253], [-12.3403, -0.8113, -0.9890], [-13.3077, -1.9229, -0.6628], [-12.9290, -2.8775, 0.0627], [-14.5286, -1.8050, -1.2642], [-15.5267, -2.8610, -1.0584], [-12.4789, -0.5725, -2.0435], [-11.3246, -1.1472, -0.7802], [-12.5688, 0.0801, -0.4048], [-14.8305, -1.0455, -1.8576], [-15.2832, -3.8466, -1.4550], [-16.4221, -2.5632, -1.6040], [-15.7388, -2.9825, 0.0038], [-24.7228, -15.0588, -6.5321], [-24.9041, -15.1978, -8.0397], [-24.2823, -16.0791, -8.6325], [-25.6527, -14.2772, -8.6332], [-25.6806, -14.1131, -10.1044], [-25.5612, -14.5220, -6.0882], [-23.8841, -14.4179, -6.2601], [-24.6737, -16.0400, -6.0601], [-26.4189, -13.8222, -8.1578], [-25.2174, -13.1571, -10.3486], [-26.6673, -14.0372, -10.5613], [-25.0614, -14.8388, -10.6318], [-35.2754, -6.8446, 7.4709], [-34.2702, -6.6910, 6.3778], [-34.3406, -5.7508, 5.6323], [-33.3141, -7.6002, 6.3205], [-32.3697, -7.7528, 5.2617], [-35.4037, -5.9077, 8.0130], [-34.9454, -7.5613, 8.2230], [-36.2407, -7.1817, 7.0932], [-33.3357, -8.3412, 7.0064], [-32.7558, -7.5057, 4.2728], [-32.2265, -8.8313, 5.1950], [-31.4079, -7.2934, 5.4897], [-26.9372, -19.4434, 2.1222], [-26.7171, -18.0305, 1.5824], [-25.9702, -17.9293, 0.5904], [-27.4723, -17.0220, 2.0797], [-27.3226, -15.6856, 1.6038], [-27.2367, -20.0718, 1.2834], [-27.6184, -19.5654, 2.9643], [-26.0253, -19.8788, 2.5309], [-27.8669, -17.1941, 2.9934], [-28.2386, -15.0990, 1.6754], [-26.9329, -15.6138, 0.5884], [-26.6365, -15.1004, 2.2161]]}